# 1
C2H6N2O2 | wB97M-V/def2-TZVPD

XYZ file:
```
12
Properties=species:S:1:pos:R:3
N 0.674 -1.074 3.895
C 1.420 -0.457 2.989
O 1.788 0.699 3.100
H 0.558 -0.587 4.786
H 0.455 -2.071 3.825
H 1.796 -1.240 2.287
N -1.620 0.392 -3.756
C -0.630 1.127 -3.233
O -0.823 2.341 -2.910
H -2.535 0.806 -3.949
H -1.467 -0.607 -3.914
H 0.383 0.671 -3.119
```

Calculated values
SMILES = NC=O.NC=O
HOMO = -0.36153 hartree
Energy = -339.80188 Ha
Energy relative to the best compared isomer or geometry (same formula, charge and spin) = 0.838 eV
Max |F| = 4.60 eV Å⁻¹
Orbital gap = 10.60 eV

Mulliken population analysis, charges in e, atoms 1 to 4: number 1, N, carries -0.35; number 2, C, carries 0.22; number 3, O, carries -0.56; number 4, H, carries 0.23

***

# 2
C31H78CaN5O11 | wB97M-V/def2-TZVPD

XYZ file:
```
126
Properties=species:S:1:pos:R:3
Ca -1.776 -1.434 -2.908
C -0.472 -0.077 0.153
O -0.730 -0.202 -1.233
H -0.712 -1.018 0.660
H 0.601 0.136 0.267
H -0.972 0.825 0.524
C -4.253 0.219 -1.130
O -3.552 -0.092 -2.356
C -3.385 1.131 -3.113
C -2.996 0.777 -4.518
N -1.615 0.255 -4.709
C -0.541 1.267 -4.554
C 0.734 0.769 -5.175
O 0.467 0.221 -6.433
C 1.614 -0.387 -7.023
H -4.140 -0.639 -0.469
H -5.326 0.231 -1.343
H -3.897 1.147 -0.692
H -2.540 1.666 -2.662
H -4.272 1.757 -3.030
H -3.136 1.599 -5.226
H -3.722 0.012 -4.820
H -1.533 -0.180 -5.622
H -0.410 1.472 -3.492
H -0.851 2.150 -5.127
H 1.225 0.012 -4.539
H 1.447 1.604 -5.122
H 2.073 -1.027 -6.260
H 2.356 0.369 -7.288
H 1.305 -0.972 -7.881
C 5.456 -0.493 7.547
O 4.692 -1.612 7.904
C 4.377 -2.419 6.770
C 3.038 -3.108 7.048
N 2.472 -3.538 5.769
C 1.302 -4.399 6.001
C 0.491 -4.489 4.709
O 0.109 -3.137 4.447
C -0.502 -2.941 3.194
H 4.823 0.230 7.013
H 6.360 -0.608 6.942
H 5.784 0.057 8.431
H 5.146 -3.186 6.639
H 4.298 -1.791 5.880
H 2.448 -2.319 7.535
H 3.137 -3.913 7.775
H 2.054 -2.729 5.314
H 0.687 -4.140 6.868
H 1.699 -5.399 6.216
H -0.425 -5.085 4.799
H 1.039 -4.919 3.865
H -1.499 -3.394 3.262
H 0.133 -3.291 2.374
H -0.666 -1.875 3.026
C 0.820 3.135 2.344
O 0.133 3.593 3.487
C -0.838 4.579 3.201
C -2.050 3.997 2.484
N -2.648 2.933 3.298
C -3.586 2.154 2.518
C -4.827 2.859 1.993
O -5.784 1.919 1.633
C -7.076 2.398 1.390
H 1.804 2.756 2.621
H 0.988 3.980 1.667
H 0.326 2.331 1.791
H -0.411 5.435 2.664
H -1.136 4.972 4.174
H -1.862 3.667 1.451
H -2.766 4.820 2.375
H -1.874 2.358 3.613
H -4.056 1.438 3.208
H -3.108 1.501 1.768
H -4.573 3.644 1.268
H -5.179 3.427 2.871
H -7.506 2.896 2.266
H -7.720 1.562 1.127
H -7.101 3.112 0.558
C 2.669 1.072 -1.691
O 3.245 2.006 -2.587
C 3.037 3.334 -2.152
C 3.680 4.329 -3.114
N 5.138 4.450 -3.026
C 5.831 3.469 -3.903
C 5.759 3.883 -5.355
O 6.792 3.303 -6.101
C 7.225 4.055 -7.233
H 3.342 0.847 -0.860
H 2.538 0.128 -2.228
H 1.661 1.387 -1.410
H 3.406 3.480 -1.127
H 1.967 3.588 -2.084
H 3.190 5.291 -2.933
H 3.392 4.019 -4.120
H 5.403 4.178 -2.085
H 5.514 2.443 -3.706
H 6.885 3.501 -3.614
H 5.756 4.982 -5.336
H 4.799 3.631 -5.833
H 8.209 3.700 -7.508
H 7.077 5.132 -7.144
H 6.518 3.778 -8.032
C -1.239 -7.392 -0.497
O -1.618 -6.068 -0.213
C -1.019 -5.123 -1.055
C -1.201 -3.731 -0.509
N -2.310 -2.899 -1.006
C -3.621 -3.486 -0.696
C -4.013 -3.347 0.762
O -3.621 -2.066 1.195
C -4.047 -1.709 2.496
H -0.154 -7.500 -0.400
H -1.517 -7.709 -1.511
H -1.757 -8.088 0.158
H -1.430 -5.239 -2.075
H 0.054 -5.283 -1.228
H -0.336 -3.150 -0.861
H -1.053 -3.829 0.572
H -2.163 -2.066 -0.435
H -3.739 -4.524 -1.005
H -4.338 -2.918 -1.301
H -3.600 -4.115 1.428
H -5.091 -3.548 0.837
H -4.796 -0.911 2.432
H -3.282 -1.297 3.153
H -4.560 -2.551 2.965
```

Calculated values
Charge = +1
HOMO = -0.38113 hartree
Energy = -3006.54879 Ha
Energy relative to the best compared isomer or geometry (same formula, charge and spin) = 0.356 eV
Max |F| = 2.50 eV Å⁻¹
Orbital gap = 6.99 eV

Mulliken population analysis, charges in e, atoms 1 to 4: number 1, Ca, carries 1.68; number 2, C, carries 0.01; number 3, O, carries -0.53; number 4, H, carries -0.23

***

# 3
C6H11NP | wB97M-V/def2-TZVPD

XYZ file:
```
19
Properties=species:S:1:pos:R:3
C -0.172 1.298 -0.025
C 1.226 1.236 0.075
C 1.510 -1.780 -0.072
C -2.966 -0.918 0.255
C 3.853 0.001 0.131
C -2.274 0.221 -0.483
N -0.902 0.266 -0.188
P 2.091 -0.239 -0.245
H -0.598 2.305 0.049
H 1.787 2.089 0.432
H 0.610 -2.171 -0.516
H -2.463 -1.861 0.053
H -2.951 -0.743 1.327
H -3.997 -0.997 -0.074
H 3.977 0.730 0.932
H 4.387 0.361 -0.750
H 4.275 -0.958 0.430
H -2.766 1.185 -0.286
H -2.363 0.043 -1.566
```

Calculated values
Charge = +1
HOMO (spin up / spin down) = -0.49872 / -0.50765 hartree
Energy = -630.87636 Ha
Energy relative to the best compared isomer or geometry (same formula, charge and spin) = 3.799 eV
Max |F| = 2.22 eV Å⁻¹
Orbital gap (spin up / spin down) = 7.15 / 6.93 eV

Mulliken population analysis, charges in e, atoms 1 to 4: number 1, C, carries 0.06; number 2, C, carries -0.49; number 3, C, carries -0.32; number 4, C, carries -1.11

***

# 4
C19H40BO13Ti | wB97M-V/def2-TZVPD

XYZ file:
```
74
Properties=species:S:1:pos:R:3
Ti 0.140 0.409 0.512
O -2.776 -1.434 -1.535
C -3.227 -1.838 -0.470
O -4.048 -2.839 -0.256
B -4.280 -2.997 1.212
O -3.378 -1.996 1.817
C -2.767 -1.315 0.888
O -1.920 -0.449 1.107
O -3.969 -4.373 1.665
C -5.061 -4.911 2.143
O -5.196 -6.007 2.688
C -6.151 -3.856 2.127
O -5.648 -2.758 1.622
O -7.256 -3.924 2.626
C 3.493 -0.669 3.088
C 2.014 -0.285 3.323
C 1.810 1.272 3.238
O 1.279 -0.810 2.263
H 4.013 -0.343 3.989
H 3.994 -0.234 2.223
H 3.580 -1.749 2.967
H 1.508 -0.719 4.185
H 2.061 1.675 2.257
H 2.530 1.793 3.869
H 0.807 1.640 3.456
H 1.588 -1.711 2.144
C -1.161 1.367 -4.074
C -1.308 1.726 -2.593
C -2.726 1.928 -2.102
O -0.735 0.680 -1.802
H -1.616 2.159 -4.668
H -1.711 0.462 -4.333
H -0.114 1.278 -4.365
H -0.718 2.605 -2.332
H -3.133 2.893 -2.403
H -2.762 1.869 -1.014
H -3.455 1.176 -2.403
H -1.172 -0.135 -2.058
C 1.914 -2.990 -1.712
C 0.444 -2.790 -1.336
C -0.328 -4.180 -1.162
O 0.369 -2.011 -0.153
H 2.537 -3.336 -0.888
H 2.446 -2.174 -2.201
H 1.850 -3.893 -2.318
H 0.009 -2.259 -2.184
H -1.398 -4.016 -1.036
H 0.181 -4.664 -0.329
H -0.391 -4.823 -2.039
H 0.756 -2.548 0.543
C 1.141 4.022 0.725
C -0.294 3.799 1.304
C -1.301 4.490 0.416
O -0.724 2.471 1.373
H 1.414 5.071 0.615
H 1.306 3.513 -0.225
H 1.882 3.612 1.411
H -0.230 4.150 2.334
H -2.385 4.416 0.500
H -1.216 4.311 -0.656
H -1.054 5.535 0.601
H -1.520 2.440 1.910
C 4.584 0.605 -0.848
C 3.192 1.255 -0.848
C 2.747 1.631 -2.220
O 2.383 0.296 -0.185
H 4.727 -0.301 -1.436
H 4.897 0.485 0.189
H 5.321 1.287 -1.272
H 3.314 2.184 -0.292
H 1.687 1.842 -2.360
H 2.954 0.864 -2.966
H 3.328 2.521 -2.462
H 2.928 -0.390 0.207
```

Calculated values
HOMO (spin up / spin down) = -0.15807 / -0.33394 hartree
Energy = -2600.52799 Ha
Spin multiplicity = 4
Energy relative to the best compared isomer or geometry (same formula, charge and spin) = 1.462 eV
Max |F| = 3.69 eV Å⁻¹
Orbital gap (spin up / spin down) = 4.10 / 8.83 eV
<S²> = 3.75

Mulliken population analysis, charges in e, atoms 1 to 4: number 1, Ti, carries 0.12; number 2, O, carries -0.64; number 3, C, carries 0.38; number 4, O, carries -0.57

***

# 5
C25H33FN5RuSSi2 | wB97M-V/def2-TZVPD

XYZ file:
```
68
Properties=species:S:1:pos:R:3
Ru 0.119 -0.344 1.557
N -4.045 0.880 1.470
C -2.827 0.267 1.423
S -1.652 0.679 2.600
N -2.649 -0.595 0.443
N -1.401 -1.113 0.485
C -1.162 -2.274 -0.120
C -1.813 -2.763 -1.350
C -3.122 -2.449 -1.729
C -3.614 -2.853 -2.961
C -2.825 -3.575 -3.842
C -1.519 -3.881 -3.485
C -1.020 -3.477 -2.259
C -0.161 -3.046 0.618
C 0.039 -4.429 0.488
C 0.901 -5.068 1.351
C 1.569 -4.343 2.338
C 1.302 -2.997 2.454
N 0.444 -2.384 1.631
H -4.317 1.309 2.337
H -4.778 0.461 0.923
H -3.750 -1.895 -1.053
H -4.631 -2.598 -3.230
H -3.217 -3.885 -4.802
H -0.877 -4.422 -4.168
H 0.018 -3.677 -2.032
H -0.508 -4.984 -0.258
H 1.048 -6.137 1.265
H 2.258 -4.818 3.022
H 1.746 -2.348 3.199
C 0.862 2.872 3.268
Si 1.696 2.507 1.639
C 2.152 4.191 0.908
C 3.364 1.667 1.831
C 0.572 1.516 0.426
C 1.451 0.727 -0.464
C 2.201 1.099 -1.585
C 3.010 0.159 -2.187
C 3.074 -1.138 -1.681
C 2.309 -1.449 -0.579
N 1.522 -0.536 -0.005
Si -0.685 2.600 -0.497
C 0.125 3.787 -1.733
C -1.682 3.696 0.651
C -1.810 1.636 -1.651
H 1.497 3.548 3.847
H 0.717 1.959 3.844
H -0.102 3.363 3.120
H 2.868 4.675 1.578
H 1.302 4.866 0.795
H 2.638 4.091 -0.065
H 4.071 2.389 2.248
H 3.763 1.353 0.863
H 3.309 0.801 2.487
H 2.162 2.116 -1.945
H 3.611 0.433 -3.045
H 3.713 -1.888 -2.126
H 2.325 -2.438 -0.140
H 0.910 4.420 -1.328
H -0.673 4.443 -2.094
H 0.515 3.267 -2.610
H -1.042 4.416 1.164
H -2.237 3.142 1.408
H -2.394 4.262 0.044
H -1.218 0.979 -2.296
H -2.319 2.357 -2.296
H -2.563 1.025 -1.166
F 1.427 -0.147 3.058
```

Calculated values
HOMO (spin up / spin down) = -0.26166 / -0.25964 hartree
Energy = -2418.25136 Ha
Spin multiplicity = 2
Energy relative to the best compared isomer or geometry (same formula, charge and spin) = 0.889 eV
Max |F| = 0.65 eV Å⁻¹
Orbital gap (spin up / spin down) = 6.50 / 6.41 eV
<S²> = 0.77

Mulliken population analysis, charges in e, atoms 1 to 4: number 1, Ru, carries -0.63; number 2, N, carries -0.34; number 3, C, carries 0.18; number 4, S, carries -0.40

***

# 6
C24H45Br2NO2Si2 | wB97M-V/def2-TZVPD

XYZ file:
```
76
Properties=species:S:1:pos:R:3
C 5.657 1.650 1.178
C 4.859 2.907 1.338
Br 5.600 4.148 2.565
C 3.747 3.258 0.700
Br 3.093 2.073 -0.622
Si 2.794 4.841 0.974
O 1.284 4.635 0.354
Si -0.076 5.174 1.145
C -1.521 4.745 0.060
C -1.681 3.214 -0.127
C -2.709 2.664 0.828
O -2.578 2.707 2.024
N -3.868 2.064 0.203
C -5.145 2.660 0.476
C -5.337 3.725 1.351
C -6.607 4.245 1.533
C -7.699 3.710 0.869
C -7.503 2.654 -0.010
C -6.233 2.144 -0.217
H 5.003 0.780 1.212
H 6.411 1.565 1.954
H 6.170 1.662 0.214
H 2.682 5.111 2.420
H 3.486 5.947 0.287
H -0.184 4.495 2.451
H 0.033 6.643 1.311
H -1.349 5.195 -0.919
H -2.441 5.181 0.452
H -0.744 2.691 0.084
H -1.957 2.968 -1.148
H -3.895 1.097 0.518
H -4.511 4.143 1.906
H -6.753 5.068 2.218
H -8.691 4.107 1.026
H -8.333 2.231 -0.559
H -6.082 1.343 -0.928
C 7.103 -5.804 0.781
C 6.575 -4.972 -0.384
C 6.956 -3.495 -0.302
C 6.419 -2.763 0.929
C 4.900 -2.811 1.091
C 4.146 -2.161 -0.066
H 6.694 -5.469 1.735
H 6.839 -6.856 0.663
H 8.192 -5.738 0.843
H 5.488 -5.075 -0.443
H 6.967 -5.379 -1.320
H 6.612 -2.989 -1.208
H 8.047 -3.410 -0.307
H 6.736 -1.717 0.875
H 6.885 -3.171 1.830
H 4.636 -2.301 2.021
H 4.567 -3.845 1.211
H 4.443 -1.117 -0.179
H 3.069 -2.183 0.110
H 4.335 -2.670 -1.012
C -2.919 -4.474 -0.554
C -3.037 -3.896 -1.962
C -2.596 -2.437 -2.063
C -3.412 -1.466 -1.211
C -4.915 -1.445 -1.489
C -5.260 -0.993 -2.905
H -3.558 -3.946 0.155
H -3.210 -5.524 -0.536
H -1.891 -4.406 -0.191
H -4.067 -3.999 -2.313
H -2.425 -4.491 -2.644
H -2.633 -2.126 -3.111
H -1.546 -2.359 -1.764
H -3.023 -0.453 -1.365
H -3.251 -1.696 -0.153
H -5.375 -0.759 -0.772
H -5.363 -2.424 -1.299
H -4.848 -0.002 -3.107
H -6.340 -0.942 -3.049
H -4.863 -1.681 -3.653
```

Calculated values
HOMO = -0.31725 hartree
Energy = -6873.79664 Ha
Max |F| = 0.32 eV Å⁻¹
Orbital gap = 9.04 eV

Mulliken population analysis, charges in e, atoms 1 to 4: number 1, C, carries -1.04; number 2, C, carries 0.31; number 3, Br, carries -0.19; number 4, C, carries 0.09

***

# 7
C6H11N | wB97M-V/def2-TZVPD

XYZ file:
```
18
Properties=species:S:1:pos:R:3
C 0.392 1.774 -1.145
C 0.589 0.814 -0.031
C 0.916 -0.604 -0.641
C 0.128 -1.383 0.353
C -1.124 -2.083 0.693
N -1.159 -0.654 0.336
C -0.629 0.634 0.869
H -0.401 1.466 -1.867
H 1.332 1.914 -1.694
H 0.098 2.755 -0.724
H 1.428 1.163 0.565
H 1.979 -0.763 -0.696
H 0.471 -0.646 -1.626
H 0.606 -1.246 1.317
H -1.198 -2.536 1.647
H -1.699 -2.615 0.001
H -1.461 1.356 0.760
H -0.269 0.653 1.883
```

Calculated values
SMILES = C[C@@H]1C[C@@H]2CN2C1
HOMO = -0.32454 hartree
Energy = -289.84197 Ha
Energy relative to the best compared isomer or geometry (same formula, charge and spin) = 3.530 eV
Max |F| = 2.01 eV Å⁻¹
Orbital gap = 10.02 eV

Mulliken population analysis, charges in e, atoms 1 to 4: number 1, C, carries -1.69; number 2, C, carries 0.73; number 3, C, carries -1.00; number 4, C, carries 0.04

***

# 8
C11H26ClFN2O6P2S2 | wB97M-V/def2-TZVPD

XYZ file:
```
51
Properties=species:S:1:pos:R:3
C -1.906 -0.683 3.068
P -2.638 0.536 1.871
C -4.275 -0.049 1.225
C -1.453 0.997 0.493
P -2.070 2.546 -0.316
O -1.227 2.913 -1.472
O -3.617 2.376 -0.823
O -2.042 3.693 0.761
C -0.017 1.349 1.076
C 1.064 0.725 0.120
N 1.272 1.650 -0.955
S 2.543 0.646 1.214
C 2.780 2.357 1.813
O 3.762 0.276 0.520
O 2.363 -0.186 2.388
N 0.446 -0.528 -0.391
S 0.305 -1.909 0.764
C 0.770 -1.007 -1.784
C 2.238 -1.440 -2.009
C 2.536 -2.908 -1.584
C 1.717 -3.946 -2.389
O 0.679 -4.566 -1.622
C -1.020 -0.118 -0.538
F -1.938 -1.147 -0.508
H -0.865 -0.446 3.328
H -2.488 -0.603 3.998
H -1.972 -1.714 2.684
H -4.545 -0.946 1.806
H -4.258 -0.348 0.164
H -5.040 0.732 1.299
H -3.668 1.636 -1.446
H -2.711 4.458 0.415
H 0.176 1.006 2.102
H -0.044 2.448 1.116
H 2.243 1.663 -1.269
H 1.057 2.603 -0.673
H 2.058 3.064 1.390
H 2.794 2.365 2.908
H 3.773 2.692 1.479
H -0.168 -2.892 -0.058
H 0.531 -0.256 -2.546
H 0.133 -1.882 -1.986
H 2.993 -0.748 -1.608
H 2.383 -1.434 -3.104
H 2.480 -3.057 -0.499
H 3.596 -3.066 -1.850
H 2.402 -4.761 -2.683
H 1.322 -3.485 -3.303
H 1.077 -5.103 -0.927
H -1.253 0.355 -1.507
Cl -2.277 6.142 -0.157
```

Calculated values
HOMO = -0.25216 hartree
Energy = -3034.72360 Ha
Max |F| = 4.69 eV Å⁻¹
Orbital gap = 5.54 eV

Mulliken population analysis, charges in e, atoms 1 to 4: number 1, C, carries -1.00; number 2, P, carries 0.16; number 3, C, carries -1.06; number 4, C, carries 1.85

***

# 9
C23H21MoN2O4P | wB97M-V/def2-TZVPD

XYZ file:
```
52
Properties=species:S:1:pos:R:3
Mo 0.276 0.213 -0.014
C -0.980 -1.462 -3.132
C -0.446 -1.338 -1.758
N -1.142 -1.119 -0.676
O -2.491 -1.104 -0.804
C 0.990 -1.320 -1.351
C 1.815 -2.531 -1.060
N 1.565 -0.066 -1.561
O 2.662 0.177 -1.991
H -1.885 -0.874 -3.272
H -1.235 -2.513 -3.305
H -0.219 -1.181 -3.857
H -2.851 -1.034 0.095
H 1.223 -3.273 -0.525
H 2.688 -2.260 -0.467
H 2.171 -2.979 -1.991
O 0.138 1.302 3.848
C -0.348 1.394 2.781
O 0.085 0.502 1.758
C -1.434 2.325 2.354
C -2.196 2.812 3.409
C -3.243 3.698 3.185
C -3.517 4.123 1.899
C -2.744 3.667 0.836
C -1.701 2.769 1.040
P -0.743 2.326 -0.434
C -1.516 2.908 -1.924
C -1.194 4.162 -2.445
C -1.854 4.613 -3.576
C -2.829 3.823 -4.175
C -3.155 2.579 -3.648
C -2.499 2.115 -2.520
C 0.964 2.891 -0.261
C 1.775 2.939 -1.413
C 3.084 3.363 -1.320
C 3.614 3.721 -0.084
C 2.831 3.670 1.063
C 1.510 3.269 0.980
H -1.966 2.480 4.412
H -3.835 4.051 4.018
H -4.326 4.816 1.712
H -2.962 4.026 -0.161
H -0.441 4.783 -1.975
H -1.613 5.582 -3.990
H -3.342 4.183 -5.057
H -3.922 1.976 -4.115
H -2.762 1.152 -2.096
H 1.369 2.651 -2.375
H 3.699 3.408 -2.208
H 4.643 4.047 -0.018
H 3.243 3.962 2.019
H 0.897 3.305 1.868
```

Calculated values
Charge = +2
HOMO (spin up / spin down) = -0.56088 / -0.56085 hartree
Energy = -1708.36802 Ha
Max |F| = 0.38 eV Å⁻¹
Orbital gap (spin up / spin down) = 7.17 / 7.17 eV

Mulliken population analysis, charges in e, atoms 1 to 4: number 1, Mo, carries 0.17; number 2, C, carries -1.25; number 3, C, carries 0.99; number 4, N, carries -0.14

***

Q: Which value of energy does entry 2 give?
A: -3006.54879 Ha